1.
DFT (the ωB97M-V functional and the def2-TZVPD basis) results for a structure of composition H33O16.

Each line ends with the Löwdin charge.
CARTESIAN COORDINATES (ANGSTROEM)
O  1.809  -1.564  -0.575  -0.064
H  0.931  -1.985  -0.412  0.064
H  1.601  -0.758  -1.059  0.017
O  -0.771  2.882  2.686  -0.048
H  -3.148  -3.900  -2.883  0.057
H  -0.227  2.695  3.460  0.068
O  -3.152  -3.086  -3.430  -0.066
H  -3.925  -2.739  -2.970  0.026
H  2.273  2.079  0.504  0.106
O  1.530  -3.363  3.987  -0.057
H  0.846  -3.792  4.528  0.063
H  2.649  -3.243  1.756  0.078
O  1.055  -0.532  1.833  0.033
H  1.700  -1.357  1.881  0.069
H  0.863  -0.397  2.782  0.121
O  1.869  0.338  -3.052  -0.039
H  1.066  0.254  -2.538  0.015
H  -3.895  0.195  1.319  0.071
O  0.733  3.907  0.327  -0.048
H  1.568  4.404  0.302  0.081
H  0.533  3.566  1.203  -0.005
O  -4.960  -0.445  -1.537  -0.060
H  2.379  -3.525  4.402  0.041
H  -5.164  -0.030  -2.384  0.048
O  2.609  2.204  -1.163  -0.053
H  2.835  1.514  -1.822  0.054
O  -3.595  0.774  0.621  -0.037
H  -0.957  -1.930  -3.121  0.064
H  -2.986  0.272  0.081  0.061
O  -3.426  2.704  2.105  -0.069
H  -4.213  2.313  1.727  0.028
H  -3.817  3.547  2.342  0.051
O  1.637  1.735  1.230  0.021
H  1.710  0.428  -3.998  0.073
H  1.415  0.546  1.427  0.067
O  2.875  -2.342  2.013  -0.024
H  3.476  -2.304  2.767  0.086
H  0.738  2.150  1.276  0.071
O  -0.267  -1.981  -2.400  -0.085
H  -0.199  -2.844  -1.952  0.049
H  1.995  2.859  -1.484  0.026
O  -0.317  2.526  -2.316  -0.052
H  -0.197  2.360  -3.256  0.041
H  -0.499  3.444  -2.095  0.041
O  2.957  -3.833  -0.958  -0.088
H  2.929  -4.374  -1.769  0.050
H  -1.534  3.480  2.684  0.054
H  -4.533  0.072  -0.855  -0.030
H  3.199  -2.923  -1.213  0.031

Summary:
* frontier orbital gap: 0.3887 Eh
* ΔE to the lowest compared entry with this formula, charge and spin: 376.7 kJ/mol
* total charge: +1
* electronic energy: -1223.33226 a.u.

2.
DFT (the ωB97M-V functional and the def2-TZVPD basis) results for the ion CH3N2O2S with charge -1.

Each line ends with the Löwdin charge.
CARTESIAN COORDINATES (ANGSTROEM)
C  1.624  0.028  0.381  -0.214
N  0.600  -0.747  -0.282  -0.146
N  -0.416  0.170  -0.622  -0.301
O  -2.845  0.906  -0.941  -0.557
O  -2.580  -1.193  0.109  -0.496
S  -1.938  0.087  -0.014  0.565
H  2.004  0.585  -0.506  0.071
H  2.386  -0.564  0.863  0.047
H  1.166  0.727  1.011  0.029

Summary:
* frontier orbital gap (alpha / beta): 0.2860 / 0.2819 Eh
* ΔE to the lowest compared entry with this formula, charge and spin: 361.8 kJ/mol
* total charge: -1
* electronic energy: -698.00001 a.u.

3.
DFT (the ωB97M-V functional and the def2-TZVPD basis) results for a structure of composition CHLiO2Sn.

Each line ends with the Löwdin charge.
CARTESIAN COORDINATES (ANGSTROEM)
O  0.527  -0.004  1.614  -0.329
C  0.056  -0.252  0.317  -0.759
O  0.628  -0.052  -0.770  -0.200
Li  0.376  -0.662  -2.603  0.881
Sn  -0.638  1.748  1.149  1.293
H  -0.949  -0.778  0.292  0.114

Summary:
* frontier orbital gap (alpha / beta): 0.2287 / 0.3673 Eh
* multiplicity: 2
* ΔE to the lowest compared entry with this formula, charge and spin: 56.7 kJ/mol
* total charge: +1
* electronic energy: -410.74800 a.u.

4.
DFT (the ωB97M-V functional and the def2-TZVPD basis) results for a structure of composition C28H40BBr49FN4O3.

Each line ends with the Löwdin charge.
CARTESIAN COORDINATES (ANGSTROEM)
C  -0.089  -1.865  1.539  -0.179
C  1.414  -2.148  0.868  -0.214
C  1.188  -3.210  -0.379  -0.193
C  2.516  -3.454  -1.309  -0.256
C  3.856  -3.650  -0.379  -0.078
C  2.321  -4.666  -2.442  -0.381
O  3.400  -4.510  -3.441  -0.028
C  0.908  -4.341  -3.205  0.002
N  -0.173  -5.279  -2.659  -0.159
O  -1.408  -4.902  -3.046  -0.067
C  -2.182  -4.730  -1.787  -0.066
N  -2.700  -4.616  -0.583  0.205
C  0.226  -6.676  -3.107  -0.492
Br  -1.219  -8.049  -2.955  0.868
C  1.656  -7.101  -2.393  -0.271
B  1.239  -8.205  -1.202  -0.485
N  0.399  -7.846  0.027  0.117
O  1.666  -9.648  -1.278  -0.018
C  2.557  -7.823  -3.575  -0.197
C  4.070  -8.251  -3.111  -0.039
F  1.785  -8.967  -4.187  -0.095
N  2.356  -5.969  -1.675  0.096
H  -0.386  -2.671  2.343  0.091
H  -0.955  -1.895  0.721  0.051
H  -0.156  -0.814  2.065  -0.038
H  2.114  -2.544  1.717  0.120
H  1.747  -1.105  0.419  0.058
H  0.244  -2.800  -0.977  0.110
H  0.824  -4.232  0.107  0.113
H  2.696  -2.455  -1.936  0.166
H  4.211  -2.558  -0.053  0.110
H  4.750  -4.173  -0.923  0.086
H  3.580  -4.262  0.587  0.096
H  4.310  -4.588  -3.027  0.122
H  1.106  -4.496  -4.365  0.120
H  0.554  -3.210  -3.103  0.173
H  -0.196  -5.303  -1.598  0.157
H  0.474  -6.581  -4.271  0.096
H  -0.589  -8.228  -0.064  0.091
H  0.267  -6.815  0.125  0.041
H  2.172  -9.847  -0.415  -0.010
H  2.641  -7.020  -4.452  0.156
H  4.319  -9.265  -3.689  0.116
H  4.819  -7.444  -3.570  0.101
H  4.211  -8.378  -1.951  0.093
H  2.058  -5.866  -0.680  0.109
C  1.492  2.544  1.405  -1.538
Br  -0.053  3.160  0.396  0.523
Br  0.970  1.538  2.986  0.602
Br  2.735  1.546  0.290  0.593
H  2.022  3.437  1.755  -0.015
C  -1.958  3.694  4.534  -1.579
Br  -2.640  3.819  6.351  0.546
Br  -3.392  3.711  3.219  0.532
Br  -0.622  5.059  4.166  0.526
H  -1.456  2.724  4.447  -0.064
C  5.008  -11.508  -0.485  -1.573
Br  5.015  -13.453  -0.451  0.567
Br  3.904  -10.763  0.933  0.652
Br  6.811  -10.778  -0.458  0.571
H  4.555  -11.207  -1.435  -0.031
C  0.706  8.126  7.249  -1.572
Br  0.204  8.938  5.554  0.525
Br  -0.836  7.407  8.192  0.545
Br  2.105  6.792  7.026  0.583
H  1.121  8.923  7.875  -0.048
C  -1.908  -3.626  -6.762  -1.557
Br  -0.713  -5.122  -6.420  0.635
Br  -3.578  -3.793  -5.779  0.583
Br  -1.041  -1.916  -6.430  0.545
H  -2.160  -3.655  -7.827  -0.029
C  3.992  10.083  6.479  -1.597
Br  2.969  11.444  7.421  0.569
Br  3.701  10.160  4.557  0.510
Br  5.883  10.158  6.929  0.569
H  3.620  9.111  6.821  -0.100
C  -3.668  -0.797  1.797  -1.560
Br  -4.350  -0.671  3.614  0.555
Br  -5.102  -0.780  0.482  0.561
Br  -2.332  0.568  1.429  0.539
H  -3.166  -1.767  1.710  -0.040
C  -5.202  7.537  6.674  -1.576
Br  -3.882  7.044  5.333  0.517
Br  -6.413  6.067  7.071  0.558
Br  -4.370  8.244  8.284  0.540
H  -5.807  8.343  6.246  -0.022
C  1.169  12.264  1.713  -1.570
Br  0.304  10.521  1.698  0.553
Br  0.807  13.238  3.357  0.538
Br  3.076  12.128  1.357  0.568
H  0.731  12.844  0.894  -0.020
C  -3.464  0.707  -8.661  -1.590
Br  -4.112  0.354  -6.861  0.538
Br  -3.166  -0.937  -9.658  0.556
Br  -4.626  1.936  -9.622  0.586
H  -2.491  1.199  -8.560  -0.019
C  -1.869  15.593  5.394  -1.598
Br  -0.336  16.454  6.226  0.557
Br  -1.891  15.858  3.467  0.535
Br  -1.986  13.709  5.868  0.534
H  -2.765  16.079  5.794  -0.024
C  -3.407  3.124  -3.908  -1.597
Br  -2.989  4.780  -4.839  0.587
Br  -2.408  2.956  -2.247  0.534
Br  -5.320  2.915  -3.626  0.560
H  -3.087  2.303  -4.558  -0.064
C  2.227  -15.733  -2.895  -1.598
Br  3.138  -14.448  -4.037  0.536
Br  3.275  -17.352  -2.647  0.564
Br  1.699  -14.944  -1.197  0.526
H  1.307  -16.024  -3.412  -0.023
C  6.667  10.932  0.728  -1.618
Br  7.336  12.309  -0.472  0.558
Br  7.157  9.148  0.127  0.551
Br  7.209  11.250  2.569  0.544
H  5.574  10.989  0.702  -0.098
C  -8.056  -2.257  5.130  -1.596
Br  -7.223  -3.920  4.559  0.543
Br  -7.311  -1.613  6.808  0.556
Br  -7.987  -0.899  3.739  0.525
H  -9.113  -2.475  5.312  -0.023
C  -5.710  7.718  -5.241  -1.619
Br  -6.392  7.843  -3.423  0.548
Br  -7.144  7.735  -6.555  0.555
Br  -4.374  9.083  -5.608  0.548
H  -5.208  6.748  -5.327  -0.085

Summary:
* frontier orbital gap: 0.2583 Eh
* total charge: +1
* electronic energy: -127786.32698 a.u.

In order of appearance, F_max = 2.04; 4.78; 4.33; 12.19 eV/Å.